{
  "formula": "C18H22N4OS",
  "method": "ωB97M-V/def2-TZVPD",
  "de_lowest_kcal_mol": 28.1,
  "homo_lumo_gap_ha": 0.3425,
  "energy_ev": -37865.9632,
  "smiles": "CCCCCSCc1cc(O)n2nc(Cc3ccccc3)nc2n1",
  "species": ["C", "C", "C", "C", "C", "S", "C", "C", "C", "C", "O", "N", "N", "C", "C", "C", "C", "C", "C", "C", "C", "N", "C", "N", "H", "H", "H", "H", "H", "H", "H", "H", "H", "H", "H", "H", "H", "H", "H", "H", "H", "H", "H", "H", "H", "H"],
  "positions_angstrom": [[5.642, 0.101, 7.415], [5.583, -0.267, 5.920], [4.374, 0.453, 5.275], [3.796, -0.329, 4.090], [2.668, 0.453, 3.414], [1.974, -0.555, 2.090], [0.739, 0.527, 1.285], [0.126, -0.086, 0.034], [0.855, -1.026, -0.824], [0.289, -1.511, -1.964], [0.966, -2.398, -2.729], [-1.021, -1.118, -2.258], [-1.852, -1.564, -3.249], [-2.952, -0.924, -2.969], [-4.232, -1.243, -3.698], [-4.615, -0.056, -4.558], [-4.413, -0.100, -5.932], [-4.812, 0.959, -6.774], [-5.416, 2.095, -6.215], [-5.554, 2.200, -4.831], [-5.184, 1.089, -4.014], [-2.917, -0.052, -1.860], [-1.714, -0.253, -1.418], [-1.110, 0.303, -0.274], [5.911, 1.128, 7.521], [6.416, -0.499, 7.960], [4.695, -0.024, 7.875], [5.460, -1.356, 5.904], [6.529, -0.059, 5.427], [3.542, 0.624, 5.989], [4.733, 1.418, 4.910], [3.383, -1.280, 4.436], [4.589, -0.533, 3.343], [1.888, 0.664, 4.159], [3.029, 1.440, 3.085], [-0.071, 0.764, 1.987], [1.174, 1.526, 1.020], [1.826, -1.399, -0.526], [0.305, -2.743, -3.333], [-4.044, -2.123, -4.300], [-4.991, -1.446, -2.943], [-3.920, -0.911, -6.397], [-4.676, 0.910, -7.848], [-5.697, 2.909, -6.853], [-5.929, 3.107, -4.399], [-5.370, 1.183, -2.974]],
  "nbo_charge": [-0.595, -0.393, -0.393, -0.400, -0.521, 0.192, -0.574, 0.299, -0.412, 0.555, -0.625, -0.238, -0.334, 0.373, -0.479, 0.071, -0.245, -0.193, -0.224, -0.200, -0.229, -0.487, 0.508, -0.456, 0.199, 0.205, 0.200, 0.193, 0.204, 0.197, 0.199, 0.206, 0.207, 0.206, 0.210, 0.244, 0.240, 0.254, 0.502, 0.233, 0.241, 0.206, 0.211, 0.210, 0.213, 0.221]
}

{
  "formula": "C18H22N6O4S2",
  "method": "ωB97M-V/def2-TZVPD",
  "homo_lumo_gap_ha": 0.3221,
  "energy_ev": -57825.6397,
  "smiles": "Nc1nc2ccc(Cn3ccnc3C(=O)O)cc2s1.CNC(=O)[C@H](CS)NC(C)=O",
  "species": ["N", "C", "N", "C", "C", "C", "C", "C", "N", "C", "C", "N", "C", "C", "O", "O", "C", "C", "S", "H", "H", "H", "H", "H", "H", "H", "H", "H", "H", "C", "N", "C", "O", "C", "C", "S", "N", "C", "C", "O", "H", "H", "H", "H", "H", "H", "H", "H", "H", "H", "H", "H"],
  "positions_angstrom": [[-1.683, 4.664, 6.976], [-1.056, 4.626, 5.762], [-0.416, 3.528, 5.488], [0.138, 3.642, 4.221], [0.896, 2.649, 3.605], [1.412, 2.862, 2.317], [1.172, 4.078, 1.638], [1.700, 4.380, 0.249], [2.698, 3.409, -0.239], [4.060, 3.556, -0.059], [4.642, 2.469, -0.632], [3.670, 1.641, -1.166], [2.494, 2.206, -0.937], [1.180, 1.607, -1.356], [1.185, 0.492, -1.859], [0.026, 2.303, -1.166], [0.399, 5.062, 2.276], [-0.108, 4.837, 3.557], [-1.081, 5.892, 4.545], [-1.739, 3.752, 7.419], [-2.481, 5.284, 7.048], [1.076, 1.719, 4.134], [1.998, 2.069, 1.863], [2.166, 5.370, 0.263], [0.864, 4.451, -0.452], [4.575, 4.369, 0.443], [5.710, 2.276, -0.664], [-0.681, 1.725, -1.498], [0.187, 6.006, 1.782], [-3.639, -5.512, -1.513], [-3.703, -4.073, -1.766], [-2.723, -3.157, -1.793], [-3.063, -1.981, -1.872], [-1.211, -3.508, -1.671], [-0.303, -2.425, -2.282], [1.446, -2.746, -1.900], [-0.760, -4.818, -2.163], [-0.975, -5.291, -3.391], [-0.264, -6.576, -3.745], [-1.702, -4.750, -4.211], [-2.881, -5.741, -0.764], [-4.605, -5.862, -1.147], [-3.413, -6.039, -2.441], [-4.617, -3.679, -1.924], [-1.019, -3.500, -0.599], [-0.582, -1.456, -1.867], [-0.447, -2.389, -3.364], [1.848, -1.470, -2.053], [-0.101, -5.316, -1.588], [0.806, -6.449, -3.588], [-0.641, -7.384, -3.122], [-0.450, -6.801, -4.795]],
  "nbo_charge": [-0.799, 0.258, -0.516, 0.182, -0.224, -0.207, -0.047, -0.229, -0.321, -0.067, -0.093, -0.387, 0.185, 0.761, -0.586, -0.678, -0.204, -0.243, 0.345, 0.412, 0.389, 0.228, 0.223, 0.218, 0.240, 0.229, 0.216, 0.513, 0.213, -0.411, -0.601, 0.685, -0.639, -0.143, -0.512, -0.107, -0.623, 0.674, -0.710, -0.632, 0.200, 0.208, 0.202, 0.407, 0.229, 0.249, 0.231, 0.186, 0.404, 0.227, 0.222, 0.245]
}

{
  "formula": "C18H22O3",
  "method": "ωB97M-V/def2-TZVPD",
  "de_lowest_kcal_mol": 358.5,
  "homo_lumo_gap_ha": 0.3201,
  "energy_ev": -25149.4296,
  "species": ["C", "H", "H", "H", "C", "C", "C", "C", "C", "C", "C", "O", "C", "C", "O", "C", "C", "C", "C", "C", "C", "O", "C", "H", "H", "H", "H", "C", "H", "H", "H", "H", "H", "H", "H", "H", "H", "H", "H", "H", "H", "H", "H"],
  "positions_angstrom": [[0.420, -3.182, -3.205], [0.532, -4.229, -2.991], [1.447, -2.792, -2.972], [0.485, -3.114, -4.316], [-0.585, -2.273, -2.653], [-0.829, -0.928, -2.982], [-1.744, -0.508, -4.011], [-1.474, 0.677, -4.507], [-0.718, 1.624, -3.840], [-0.009, 1.299, -2.872], [0.034, -0.229, -2.274], [0.912, -0.553, -1.230], [1.704, 0.592, -0.740], [2.301, -0.458, 0.458], [1.588, -0.708, 1.485], [0.739, 0.273, 2.331], [1.352, 1.627, 2.408], [0.758, 2.461, 3.359], [-0.264, 1.981, 3.915], [-1.022, 0.818, 3.811], [-0.261, -0.042, 2.933], [-1.194, -1.306, 2.941], [-0.911, -2.192, 1.717], [-0.090, -2.675, 1.830], [-0.640, -1.658, 0.759], [-1.698, -2.823, 1.633], [-1.862, 0.772, 4.186], [-0.929, 2.914, 4.940], [-2.121, 3.306, 4.723], [-0.520, 4.040, 4.913], [-0.925, 2.564, 5.960], [1.442, 3.413, 3.487], [2.337, 1.700, 1.975], [2.698, -1.181, 0.032], [3.173, 0.287, 0.835], [1.009, 1.015, -0.206], [2.537, 0.847, -1.381], [0.332, 1.974, -2.311], [-0.840, 2.612, -4.189], [-2.300, 0.854, -5.198], [-2.353, -1.346, -4.652], [-1.839, -3.029, -2.704], [-0.672, -2.427, -1.394]],
  "nbo_charge": [-0.641, 0.233, 0.201, 0.205, -0.322, -0.219, -0.150, -0.234, -0.227, -0.199, 0.354, -0.537, -0.128, 0.062, -0.518, 0.180, -0.181, -0.220, -0.072, -0.122, 0.242, -0.525, -0.234, 0.170, 0.185, 0.181, 0.206, -0.620, 0.209, 0.209, 0.218, 0.238, 0.226, 0.169, 0.065, 0.202, 0.218, 0.178, 0.214, 0.211, 0.230, 0.125, 0.217]
}

{
  "formula": "C18H23AuO2Si2",
  "method": "ωB97M-V/def2-TZVPD",
  "de_lowest_kcal_mol": 14.3,
  "homo_lumo_gap_ha": [0.1696, 0.2569],
  "spin_multiplicity": 3,
  "energy_ev": -42579.3961,
  "species": ["Au", "C", "Si", "C", "C", "C", "C", "C", "C", "C", "Si", "C", "C", "H", "H", "H", "H", "H", "H", "H", "H", "H", "H", "H", "H", "H", "H", "H", "H", "C", "C", "O", "C", "C", "C", "C", "C", "C", "O", "H", "H", "H", "H", "H", "H", "H"],
  "positions_angstrom": [[-0.174, 0.153, -1.154], [-1.208, -2.730, -2.991], [-0.487, -2.127, -1.387], [1.258, -2.817, -1.044], [-1.512, -2.727, 0.058], [-1.674, -4.109, 0.435], [-2.416, -4.456, 1.543], [-3.151, -3.437, 2.199], [-2.971, -2.119, 1.881], [-2.104, -1.733, 0.830], [-1.929, 0.055, 0.317], [-3.653, 0.617, -0.298], [-1.334, 1.104, 1.749], [-1.977, -3.561, -2.901], [-0.467, -2.960, -3.768], [-1.696, -1.907, -3.404], [1.600, -2.669, -0.027], [1.993, -2.514, -1.786], [1.215, -3.965, -1.185], [-1.315, -4.954, -0.184], [-2.590, -5.506, 1.813], [-3.818, -3.701, 3.107], [-3.547, -1.338, 2.416], [-4.105, 1.404, 0.339], [-4.369, -0.229, -0.478], [-3.525, 1.094, -1.286], [-2.002, 1.976, 1.957], [-0.308, 1.387, 1.493], [-1.318, 0.457, 2.625], [2.299, 3.598, -2.595], [1.752, 2.666, -1.496], [0.821, 1.909, -1.934], [2.341, 2.803, -0.165], [2.859, 3.987, 0.260], [3.591, 4.056, 1.392], [3.913, 2.958, 2.188], [3.266, 1.780, 1.891], [2.440, 1.672, 0.778], [1.755, 0.621, 0.512], [2.931, 2.967, -3.307], [3.121, 4.209, -2.130], [1.623, 4.224, -3.142], [2.784, 4.895, -0.354], [4.081, 4.998, 1.577], [4.630, 2.945, 3.019], [3.379, 1.025, 2.637]],
  "mulliken_spin": [0.011, 0.001, -0.001, 0.008, -0.004, 0.000, 0.000, 0.000, 0.001, 0.001, 0.025, 0.003, -0.004, 0.000, 0.001, 0.001, -0.001, 0.001, 0.001, 0.000, 0.000, 0.000, 0.000, 0.001, -0.001, 0.000, 0.000, 0.012, -0.001, -0.030, 0.374, 0.171, 0.136, 0.101, 0.216, 0.096, 0.168, 0.217, 0.405, 0.025, 0.001, 0.016, 0.023, 0.011, 0.018, -0.004]
}